Molecular formula: C30H61N3O24PS
Method: DFT, ωB97M-V/def2-TZVPD

Structure (XYZ):
```
120
C30H61N3O24PS (ωB97M-V/def2-TZVPD)
S 1.416 1.161 -3.742
P 1.021 2.221 -2.231
O 2.106 2.787 2.871
O -4.309 3.859 4.763
O -6.191 4.617 -1.636
O 4.014 -3.226 0.602
O 3.660 4.424 2.996
O 4.923 -10.460 1.704
O 2.007 -3.943 1.350
O 5.530 -3.856 6.912
O 1.628 4.577 3.973
O -2.480 3.090 5.842
O 2.061 -2.583 -0.327
O 1.481 1.565 -0.842
O 1.648 3.679 -2.230
O 6.587 -5.838 7.136
O 3.578 -1.488 -7.227
O -7.959 3.797 -6.608
O 4.676 -5.595 5.959
O 5.643 -2.076 -7.447
O -6.479 3.519 -8.147
O 5.186 -0.037 -6.592
O -5.931 2.998 -6.020
O 4.372 -8.270 1.680
O 2.812 -9.724 2.021
O -2.545 3.392 3.606
N -3.894 0.272 -0.401
N -1.677 1.510 -1.868
N -2.760 3.336 -1.659
C 2.394 -11.086 2.162
C -1.429 3.657 -1.819
C -4.986 3.938 6.027
C 2.809 -1.801 -1.262
C -0.738 2.508 -1.952
C -8.365 3.724 -5.241
C -1.194 2.919 3.541
C -3.587 1.001 0.837
C 2.814 -3.253 0.551
C 2.688 -4.713 2.349
C -2.895 2.015 -1.706
C -5.042 4.251 -2.340
C -3.057 3.417 4.843
C 4.841 -1.097 -7.045
C 6.556 -3.260 7.715
C -5.170 3.119 -8.566
C -4.085 1.137 -1.567
C 2.579 3.979 3.262
C -7.566 4.347 0.302
C -6.665 3.668 -0.697
C 5.688 -5.163 6.713
C 4.116 -9.575 1.792
C 5.749 -7.963 1.433
C 7.040 -1.791 -7.313
C 4.724 -6.994 5.666
C 2.987 2.059 2.010
C 2.609 -0.515 -6.842
C -6.714 3.400 -6.848
C -3.788 4.374 -1.461
C 1.979 5.868 4.495
H 1.638 -0.962 -7.034
H -9.391 4.077 -5.219
H -3.284 5.303 -1.705
H 6.297 -2.208 7.790
H -7.868 3.615 1.048
H 2.899 -11.556 3.003
H -4.019 2.004 0.870
H 6.578 -3.711 8.704
H 2.488 1.117 1.796
H 2.717 0.394 -7.431
H -4.411 3.730 -8.082
H -7.035 5.138 0.824
H 4.675 -7.584 6.579
H 3.459 -2.430 -1.867
H -5.982 4.309 5.805
H -5.145 3.276 -9.639
H 7.527 -3.372 7.239
H 2.821 5.785 5.178
H -2.510 1.068 0.963
H 2.224 6.552 3.686
H -8.457 4.745 -0.172
H 2.601 -11.645 1.252
H -4.115 0.505 -2.454
H 1.920 -5.226 2.920
H 1.101 6.217 5.029
H 2.076 -1.313 -1.896
H 7.312 -0.924 -7.912
H -5.013 1.705 -1.549
H 2.701 -0.279 -5.784
H -5.838 3.184 -0.164
H 5.628 -7.239 5.114
H 3.945 1.860 2.485
H -5.046 2.956 6.489
H -4.471 4.626 6.692
H 3.341 -5.448 1.884
H -4.755 -0.240 -0.267
H -0.522 3.544 4.119
H -1.128 1.888 3.886
H 7.556 -2.673 -7.677
H -1.495 0.517 -1.926
H -1.094 4.676 -1.857
H 6.374 -8.317 2.250
H -8.319 2.697 -4.883
H 3.404 -1.049 -0.747
H -3.969 0.444 1.684
H -5.127 3.273 -2.819
H -4.956 4.975 -3.145
H 5.813 -6.881 1.367
H 1.458 4.185 -1.428
H -5.001 2.069 -8.340
H -7.741 4.363 -4.619
H 3.149 2.613 1.087
H -7.210 2.877 -1.222
H -0.918 2.972 2.491
H 3.856 -7.212 5.050
H 0.944 1.845 -0.090
H 1.325 -11.050 2.342
H 6.078 -8.409 0.497
H 3.259 -4.065 3.011
H 7.295 -1.612 -6.270
H -4.050 4.423 -0.408
```

Gap between HOMO and LUMO: 9.120 eV
Lowest unoccupied orbital energy: -2.90 eV
Total charge: +1
DFT total energy: -3889.1656 hartree